(1)
A structure of composition C34H28ClHfNO3S5. Source: the Open Molecules 2025 dataset; level of theory: ωB97M-V/def2-TZVPD.

XYZ file:
```
73
Properties=species:S:1:pos:R:3:forces:R:3:mulliken_charge:R:1
Hf -0.6469 0.1180 0.1885 -0.4 0.5 0.6 -0.028
S -1.9254 -1.4033 -1.3617 -0.1 0.1 0.2 -0.383
C -3.2797 -0.3732 -1.8812 0.0 -0.1 0.0 0.515
C -4.5622 -0.9135 -1.9399 0.0 0.0 0.0 -0.601
C -5.6347 -0.1515 -2.3746 0.0 0.0 0.0 -0.661
C -5.4434 1.1639 -2.7763 0.0 0.0 0.0 -0.689
C -4.1704 1.7107 -2.7364 0.0 0.0 0.0 -0.445
C -3.1019 0.9537 -2.2726 0.0 0.1 -0.1 0.485
S -1.4687 1.6470 -2.1688 -0.1 -0.3 0.3 -0.081
C -1.8130 3.1662 -1.2440 0.0 0.0 -0.1 -0.759
C -0.6763 3.5096 -0.3276 0.0 0.0 0.0 0.568
C -0.2651 4.8306 -0.2235 0.0 0.0 0.0 -1.117
C 0.7079 5.1668 0.6965 0.0 0.0 0.0 -0.665
C 1.2257 4.1743 1.5081 0.1 0.0 0.0 -1.026
C 0.7774 2.8773 1.3476 0.0 0.0 0.0 0.721
C 1.2073 1.7947 2.2826 -0.1 0.0 0.1 -0.734
S -0.2840 1.0083 3.0292 0.1 -0.1 -0.5 -0.195
C -1.4524 2.3390 3.0667 0.0 0.1 0.1 0.511
C -1.2698 3.4227 3.9213 0.0 0.0 0.0 -0.395
C -2.1992 4.4479 3.9639 0.0 0.0 0.0 -0.684
C -3.3351 4.3628 3.1679 0.0 0.0 0.0 -0.651
C -3.5318 3.2724 2.3354 0.0 0.0 0.0 -0.539
C -2.5916 2.2408 2.2550 0.0 0.0 0.0 0.056
S -2.9163 0.8915 1.1561 -0.1 0.0 0.0 -0.252
N -0.1395 2.5411 0.4265 -0.1 0.0 0.0 0.641
H -4.7065 -1.9391 -1.6259 0.0 0.0 0.0 0.455
H -6.6252 -0.5881 -2.4004 0.0 0.0 0.0 0.377
H -6.2772 1.7582 -3.1263 0.0 0.0 0.0 0.410
H -4.0053 2.7295 -3.0674 0.0 0.0 0.0 0.396
H -2.7085 2.9692 -0.6489 0.0 0.0 0.0 0.338
H -1.9993 3.9894 -1.9297 0.0 0.0 0.0 0.521
H -0.7215 5.5797 -0.8557 0.0 0.0 0.0 0.475
H 1.0424 6.1917 0.7948 0.0 0.0 0.0 0.425
H 1.9656 4.3931 2.2660 0.0 0.0 0.0 0.508
H 1.8734 2.1720 3.0539 0.0 0.1 0.0 0.642
H 1.7302 0.9893 1.7586 0.0 0.0 0.0 0.180
H -0.3924 3.4556 4.5571 0.0 0.0 0.0 0.450
H -2.0451 5.2956 4.6186 0.0 0.0 0.0 0.419
H -4.0815 5.1467 3.2031 0.0 0.0 0.0 0.383
H -4.4273 3.1995 1.7302 0.0 0.0 0.0 0.495
S 0.7251 -1.5976 1.4572 -0.1 -0.3 -0.4 -0.376
C 0.0765 -3.2117 1.8278 -0.1 0.0 0.1 0.922
C -1.1815 -3.6549 1.4319 -0.1 0.0 0.0 -0.246
C -1.5947 -4.9435 1.7437 0.0 0.0 0.0 -0.679
C -0.7657 -5.8009 2.4520 0.0 0.0 0.0 -0.449
C 0.4883 -5.3579 2.8519 0.0 0.0 0.0 -0.601
C 0.9082 -4.0724 2.5449 0.0 0.0 0.0 -0.692
H -1.8440 -2.9991 0.8822 0.0 0.0 0.0 0.228
H -2.5753 -5.2766 1.4259 0.0 0.0 0.0 0.396
H -1.0928 -6.8045 2.6911 0.0 0.0 0.0 0.370
H 1.1467 -6.0161 3.4049 0.0 0.0 0.0 0.363
H 1.8880 -3.7271 2.8522 0.0 0.0 0.0 0.389
C 4.7640 -2.8452 -4.3701 0.0 0.0 0.0 -1.325
C 4.8441 -2.7368 -2.8742 0.0 0.0 0.0 0.922
C 6.0181 -2.9887 -2.1852 0.0 0.0 0.0 -0.792
C 6.0678 -2.8731 -0.8031 0.0 0.0 0.0 0.202
Cl 7.5673 -3.1966 0.0292 0.0 0.0 0.0 -0.251
C 4.9498 -2.5045 -0.0861 0.0 0.0 0.0 -1.046
C 3.7604 -2.2486 -0.7616 0.0 0.0 0.1 0.061
C 3.7127 -2.3665 -2.1414 0.0 0.0 0.0 0.529
O 2.5818 -2.1636 -2.8788 0.0 0.0 -0.1 -0.446
C 1.4900 -1.5655 -2.2325 0.0 0.0 -0.1 -0.456
C 1.7819 -0.1243 -1.8410 0.1 0.3 0.1 0.787
O 2.6445 0.5143 -2.3724 0.1 0.1 0.1 -0.652
O 0.9817 0.3812 -0.8920 0.7 -0.3 -0.5 0.344
H 5.7428 -3.0679 -4.7930 0.0 0.0 0.0 0.390
H 4.3936 -1.9148 -4.8027 0.0 0.0 0.0 0.287
H 4.0681 -3.6318 -4.6679 0.0 0.0 0.0 0.302
H 6.9094 -3.2738 -2.7304 0.0 0.0 0.0 0.356
H 4.9940 -2.4156 0.9910 0.0 0.0 0.0 0.479
H 2.8836 -1.9708 -0.1879 0.1 0.0 0.0 0.036
H 1.1505 -2.1398 -1.3686 0.0 0.0 0.1 0.368
H 0.6827 -1.5454 -2.9641 -0.1 0.0 0.0 0.213
```
Forces are in eV/Å.

Computed properties:
E_HOMO = -7.826 eV
Spin multiplicity = 1
Charge = 0
Frontier orbital gap = 7.226 eV



(2)
A structure of composition C34H28IrN3O7S5. Source: the Open Molecules 2025 dataset; level of theory: ωB97M-V/def2-TZVPD.

XYZ file:
```
78
Properties=species:S:1:pos:R:3:forces:R:3:mulliken_spin:R:1
Ir 0.9635 -0.4262 -0.3116 -0.7 -0.2 0.1 0.001
O 6.7506 -1.6861 -0.4870 0.0 0.0 0.0 0.000
C 5.4315 -1.4654 -0.4931 0.0 0.0 0.0 0.001
C 4.6743 -1.4514 -1.6714 0.0 0.0 0.0 0.000
C 3.3253 -1.2099 -1.5689 -0.1 -0.1 0.0 -0.001
N 2.7909 -1.0294 -0.3646 0.1 0.1 -0.1 -0.001
C 3.4786 -0.9903 0.7777 0.0 0.1 0.0 0.002
C 4.8293 -1.2267 0.7518 0.0 0.0 0.0 0.000
C 2.6219 -0.6287 1.9962 0.1 -0.1 -0.1 0.001
O 3.1029 -0.6592 3.0984 0.0 0.0 0.0 0.000
O 1.3686 -0.3389 1.7114 0.2 0.1 -0.2 0.009
C 2.3003 -1.1280 -2.7083 0.0 -0.1 0.1 0.000
O 2.6639 -1.2702 -3.8462 0.0 0.0 -0.1 0.000
O 1.0659 -0.9435 -2.3006 0.3 0.3 0.1 0.001
H 7.0894 -1.8150 -1.3815 0.0 0.0 0.0 0.000
H 5.1157 -1.6012 -2.6488 0.0 0.0 0.0 0.000
H 5.4138 -1.2041 1.6606 0.0 0.0 0.0 0.000
O 1.7093 1.3979 -0.6495 0.0 -0.1 0.1 0.003
C 0.8626 2.5090 -0.7025 -0.1 0.1 -0.1 -0.024
C 0.4015 2.7741 -2.1343 -0.1 0.1 0.0 0.016
C -0.4526 3.7264 -2.6209 0.0 0.0 0.0 0.007
C -0.5068 3.7444 -4.0388 0.0 0.0 0.0 0.002
C 0.3297 2.8261 -4.5959 0.0 0.0 0.0 0.001
S 1.1749 1.9338 -3.4157 0.1 0.0 0.0 0.001
C 1.6860 3.7102 -0.2599 0.1 -0.1 0.0 0.002
C 1.2981 4.9375 0.1880 0.0 0.0 -0.1 0.029
C 2.3987 5.8072 0.4158 0.0 0.0 0.0 -0.001
C 3.5894 5.2168 0.1278 0.0 0.0 0.0 0.009
S 3.3938 3.6058 -0.4069 0.0 0.0 0.0 -0.002
C -0.2933 2.3242 0.3396 0.0 -0.4 -0.1 0.017
C 0.1714 2.4433 1.7342 0.0 0.1 0.1 0.396
C -0.7089 3.0910 2.5678 0.0 0.0 0.0 -0.091
C -1.8429 3.5618 1.9256 0.0 0.0 0.0 0.459
S -1.8058 3.3015 0.2191 0.0 0.0 0.0 0.065
H -0.9851 4.4372 -2.0073 0.0 0.0 0.0 -0.007
H -1.1235 4.4212 -4.6113 0.0 0.0 0.0 0.000
H 0.4953 2.6249 -5.6420 0.0 0.0 0.0 0.000
H 0.2679 5.2298 0.3373 0.0 0.0 0.0 -0.003
H 2.3034 6.8201 0.7779 0.0 0.0 0.0 0.000
H 4.5760 5.6428 0.2119 0.0 0.0 0.0 0.000
H 1.1318 2.0440 2.0193 0.0 0.0 0.0 0.027
H -0.5293 3.2430 3.6227 0.0 0.0 0.0 -0.003
H -2.6727 4.0922 2.3653 0.0 0.0 0.0 -0.008
O 0.1734 -2.3535 -0.0334 0.0 0.0 -0.1 -0.002
S 0.4505 -3.1936 1.2358 0.0 0.0 0.0 0.000
C 1.8886 -4.2232 0.7774 0.0 0.0 0.0 0.000
C 1.3836 -5.6386 0.4860 0.0 0.0 0.0 0.000
C -0.0597 -5.5023 0.0111 0.0 0.0 0.0 0.000
C -0.7117 -4.5544 1.0084 0.0 0.0 0.0 0.000
H 2.6350 -4.1616 1.5677 0.0 0.0 0.0 0.000
H 2.2677 -3.7273 -0.1173 0.0 0.0 0.0 0.000
H 1.4213 -6.2403 1.3957 0.0 0.0 0.0 0.000
H 2.0200 -6.1224 -0.2537 0.0 0.0 0.0 0.000
H -0.5776 -6.4601 -0.0130 0.0 0.0 0.0 0.000
H -0.0997 -5.0690 -0.9897 0.0 0.0 0.0 0.000
H -0.8428 -5.0158 1.9896 0.0 0.0 0.0 0.000
H -1.6535 -4.1054 0.6944 0.0 0.0 0.0 0.000
S -4.2769 -2.2276 -0.3309 0.1 0.1 -0.1 0.000
C -2.9038 -1.1215 -0.1608 -0.2 0.0 -0.1 0.005
C -2.2403 -0.6529 -1.2656 -0.1 -0.1 0.0 -0.002
C -1.2306 0.2970 -1.1015 0.4 -0.2 -0.1 0.002
N -0.8648 0.7396 0.1343 0.1 0.5 0.2 0.079
C -1.4751 0.1941 1.2488 -0.1 -0.2 0.0 -0.011
C -2.4709 -0.7119 1.1228 0.1 0.1 0.1 -0.009
C -5.4376 -1.3105 0.6737 0.1 -0.1 0.1 -0.001
C -5.9217 -0.0885 0.2310 0.0 0.0 0.0 0.001
C -6.7952 0.6029 1.0577 0.0 0.0 0.0 0.000
N -7.1999 0.1511 2.2419 0.0 0.0 0.0 0.000
C -6.7484 -1.0330 2.6387 0.0 0.0 0.0 0.000
C -5.8618 -1.8045 1.8961 0.0 0.0 0.0 0.000
H -2.5098 -0.9601 -2.2657 0.0 0.0 0.0 0.001
H -0.7766 0.7917 -1.9510 -0.2 0.1 0.0 0.002
H -1.0647 0.5053 2.1968 -0.1 0.1 0.0 0.030
H -2.9276 -1.1268 2.0109 0.0 0.0 0.0 -0.001
H -5.6321 0.3166 -0.7295 0.0 0.0 0.0 0.000
H -7.1910 1.5632 0.7482 0.0 0.0 0.0 0.000
H -7.1033 -1.3866 3.5998 0.0 0.0 0.0 0.000
H -5.5188 -2.7621 2.2636 0.0 0.0 0.0 0.000
```
Forces are in eV/Å.

Computed properties:
E_HOMO (spin up / spin down) = -10.134 / -10.492 eV
Spin multiplicity = 2
Charge = +1
Frontier orbital gap (spin up / spin down) = 6.316 / 6.462 eV



Q: What is the charge in the second record?
A: +1